[1]
The following is a DFT calculation (ωB97M-V with the def2-TZVPD basis set) of 29 unconnected molecules or ions with the total composition C12H81BClIO32P.

- total charge = -1
- E_tot (a.u.) = -4037.470295
- Kohn-Sham gap (Eh) = 0.1795
- M (g mol⁻¹) = 941.89
- max |F| (hartree/bohr) = 0.075
- multiplicity = 1

Each line ends with the Löwdin charge.
Positions of all 129 atoms, in Å:
C  0.818  0.055  3.880  -0.125
C  2.438  -0.294  4.084  -0.239
C  3.384  0.844  3.375  -0.167
C  4.152  0.327  2.002  -0.219
O  3.245  -0.558  1.236  -0.225
C  2.788  0.076  -0.011  -0.644
I  4.548  -0.215  -1.323  0.978
O  2.207  1.421  0.119  -0.121
B  1.537  1.850  -1.131  -1.396
Cl  2.798  3.051  -1.830  0.491
P  -0.171  2.776  -0.982  0.949
C  -0.342  3.989  -2.459  -0.351
C  -0.152  3.732  0.707  -0.417
C  -1.654  3.688  1.421  -0.191
O  1.363  0.534  -1.836  -0.157
C  1.603  -0.615  -0.908  -0.239
C  0.300  -1.295  -0.182  -0.097
O  -0.957  -0.501  -0.346  -0.217
C  -1.718  -0.633  0.906  -0.251
C  -3.303  -0.170  0.787  -0.090
H  0.511  -0.492  2.880  0.048
H  0.200  -0.385  4.800  0.076
H  0.622  1.223  3.837  0.079
H  2.596  -0.313  5.258  0.098
H  2.603  -1.386  3.698  0.070
H  2.666  1.745  3.089  0.109
H  4.252  1.234  4.096  0.115
H  4.469  1.304  1.423  0.123
H  5.171  -0.203  2.312  0.129
H  -0.263  5.089  -2.069  0.016
H  0.480  3.840  -3.293  0.035
H  -1.383  3.737  -2.971  0.040
H  0.619  3.278  1.475  0.075
H  0.087  4.868  0.506  0.047
H  -2.015  2.575  1.619  0.065
H  -2.389  4.220  0.654  0.060
H  -1.694  4.245  2.452  0.053
H  2.090  -1.495  -1.515  0.086
H  0.479  -1.591  0.939  0.105
H  0.089  -2.316  -0.763  0.135
H  -1.223  0.106  1.684  0.112
H  -1.696  -1.739  1.287  0.120
H  -4.017  -1.053  0.447  0.063
H  -3.641  0.090  1.900  0.057
H  -3.450  0.816  0.170  0.085
O  -5.168  -1.121  2.997  -0.078
H  -4.970  -2.055  3.158  0.042
H  -6.114  -1.115  2.784  0.044
O  1.397  -3.039  -3.429  -0.061
H  1.725  -2.128  -3.464  0.038
H  0.437  -2.939  -3.338  0.042
O  2.763  -5.231  -1.343  -0.075
H  3.720  -5.312  -1.473  -0.025
H  2.476  -4.656  -2.068  0.010
O  8.068  -1.467  -2.738  -0.078
H  8.079  -2.339  -2.316  0.030
H  7.212  -1.093  -2.480  -0.029
O  0.963  5.512  2.921  -0.068
H  1.920  5.432  2.791  0.058
H  0.676  6.088  2.196  0.038
O  -0.522  0.052  -4.242  -0.068
H  -1.305  -0.439  -3.952  0.010
H  -0.014  0.184  -3.428  0.005
O  -2.752  -1.972  -4.851  -0.071
H  -3.395  -2.501  -5.347  0.003
H  -1.995  -1.901  -5.452  0.041
O  8.039  -0.360  -5.822  -0.071
H  7.282  -0.869  -6.148  0.029
H  8.038  -0.523  -4.867  0.002
O  -2.841  -3.896  -6.698  -0.071
H  -3.372  -3.928  -7.508  0.039
H  -1.929  -3.984  -7.012  0.047
O  -4.689  -4.093  -3.578  -0.055
H  -4.054  -3.366  -3.671  0.010
H  -4.798  -4.424  -4.482  0.044
O  5.048  -6.161  -2.573  -0.074
H  4.405  -6.690  -3.069  0.075
H  5.805  -6.089  -3.174  0.019
O  6.268  -4.418  -4.783  -0.055
H  5.705  -3.904  -4.186  0.036
H  6.886  -3.764  -5.143  0.041
O  1.228  5.005  6.228  -0.074
H  0.583  4.310  6.427  0.033
H  0.847  5.467  5.467  0.013
O  2.048  -3.128  2.752  -0.071
H  1.405  -3.657  2.257  0.046
H  2.805  -3.056  2.151  0.042
O  2.426  8.100  2.973  -0.076
H  1.643  7.713  3.393  0.017
H  3.089  8.112  3.680  0.002
O  5.902  -3.263  -1.312  -0.127
H  5.823  -3.213  -0.347  0.041
H  5.333  -4.009  -1.554  0.001
O  7.115  -7.681  -3.024  -0.065
H  7.558  -8.536  -3.129  0.048
H  6.885  -7.651  -2.083  0.046
O  -1.552  6.465  -0.242  -0.087
H  -2.195  5.936  -0.738  0.005
H  -0.795  6.537  -0.843  0.021
O  -3.572  4.281  3.562  -0.089
H  -4.217  3.586  3.760  0.002
H  -3.953  4.743  2.800  0.042
O  -6.973  -3.300  3.301  -0.057
H  -6.731  -4.218  3.495  0.059
H  -7.938  -3.325  3.220  0.059
O  -5.809  -1.126  -3.821  -0.066
H  -5.366  -1.981  -3.927  -0.015
H  -6.040  -1.097  -2.880  0.022
O  -6.109  -2.476  -0.729  -0.056
H  -5.666  -3.331  -0.835  0.042
H  -6.340  -2.447  0.211  0.022
O  -3.896  6.140  -2.485  -0.059
H  -4.541  5.445  -2.286  0.045
H  -4.277  6.602  -3.247  0.040
O  3.544  8.665  5.711  -0.056
H  2.980  9.179  6.309  0.052
H  4.162  9.319  5.352  0.049
O  -2.176  -4.739  -9.067  -0.053
H  -2.819  -5.269  -9.562  0.059
H  -1.419  -4.668  -9.668  0.062
O  -7.556  -3.541  6.223  -0.075
H  -8.120  -3.027  6.821  0.039
H  -6.938  -2.887  5.863  0.029
O  -5.090  1.559  4.101  -0.072
H  -4.648  0.704  3.995  0.013
H  -5.321  1.588  5.042  0.015
O  -4.138  1.351  6.936  -0.061
H  -4.701  1.865  7.533  0.047
H  -3.520  2.006  6.576  0.052



[2]
The following is a DFT calculation (ωB97M-V with the def2-TZVPD basis set) of a molecular structure, C33H78F2NO29P4PtS2.

- total charge = +1
- E_tot (a.u.) = -6021.736456
- Kohn-Sham gap (alpha / beta) (Eh) = 0.3279 / 0.2628
- <S²> = 2.005
- M (g mol⁻¹) = 1374.07
- max |F| (hartree/bohr) = 0.147
- multiplicity = 3

Each line ends with the Löwdin charge.
Positions of all 150 atoms, in Å:
Pt  -8.662  -20.997  -1.123  1.285
N  -8.409  -22.704  -2.191  -0.425
S  -9.001  -23.369  -3.492  0.478
O  -9.613  -24.688  -3.325  -0.258
O  -8.445  -22.997  -4.772  -0.232
F  -10.250  -22.353  -3.428  -0.220
S  -7.058  -23.747  -2.237  0.598
O  -5.938  -23.452  -3.164  -0.257
O  -7.267  -25.140  -1.811  -0.254
F  -6.439  -23.125  -0.887  -0.214
C  -13.415  -22.647  -3.513  -0.019
O  -14.193  -23.862  -3.563  -0.040
C  -15.536  -23.854  -3.534  -0.572
O  -16.183  -22.838  -3.541  0.134
O  -16.042  -25.119  -3.522  0.003
C  -15.158  -26.279  -3.598  -0.029
H  -13.143  -22.324  -4.518  0.095
H  -12.518  -22.816  -2.916  0.062
H  -13.935  -21.766  -3.135  0.093
H  -14.383  -26.194  -4.360  0.097
H  -15.686  -27.162  -3.957  0.091
H  -14.833  -26.546  -2.593  0.083
C  -8.776  -20.501  3.199  0.021
O  -8.890  -21.916  3.040  0.024
C  -8.650  -22.495  1.911  -0.571
O  -8.337  -21.911  0.893  -0.020
O  -8.687  -23.833  2.133  0.005
C  -8.306  -24.819  1.179  -0.007
H  -9.617  -20.125  2.615  0.094
H  -7.805  -20.215  2.793  0.086
H  -8.781  -20.338  4.276  0.111
H  -8.782  -24.504  0.250  0.071
H  -8.865  -25.714  1.452  0.107
H  -7.220  -24.898  1.127  0.109
C  -3.685  -25.093  -0.640  -0.029
O  -4.057  -24.460  0.573  -0.008
C  -3.118  -23.905  1.347  -0.541
O  -1.879  -23.864  1.146  0.081
O  -3.783  -23.497  2.432  -0.014
C  -3.061  -23.065  3.517  -0.070
H  -4.376  -24.915  -1.465  0.075
H  -3.931  -26.147  -0.514  0.104
H  -2.619  -24.970  -0.830  0.091
H  -2.174  -23.677  3.682  0.111
H  -3.633  -23.304  4.414  0.096
H  -3.044  -21.976  3.504  0.090
C  -7.796  -33.274  -2.337  -0.054
C  -7.876  -31.953  -1.552  -0.275
O  -7.265  -30.969  -2.337  -0.197
P  -7.406  -29.403  -1.978  0.489
O  -6.708  -29.060  -0.716  -0.238
O  -6.902  -28.573  -3.296  -0.169
C  -7.450  -28.792  -4.561  -0.295
C  -7.705  -27.469  -5.274  -0.056
O  -8.998  -29.176  -1.939  -0.174
C  -9.510  -27.916  -1.736  -0.322
C  -10.966  -27.944  -1.989  -0.067
H  -8.197  -33.053  -3.326  0.074
H  -6.768  -33.584  -2.523  0.078
H  -8.334  -34.122  -1.913  0.076
H  -8.855  -31.549  -1.293  0.114
H  -7.209  -31.993  -0.691  0.119
H  -6.744  -29.319  -5.204  0.123
H  -8.394  -29.326  -4.454  0.115
H  -8.352  -26.838  -4.663  0.056
H  -6.778  -26.941  -5.500  0.081
H  -8.174  -27.616  -6.247  0.081
H  -9.191  -27.430  -0.814  0.123
H  -9.114  -27.217  -2.472  0.088
H  -11.328  -26.950  -2.251  0.063
H  -11.268  -28.557  -2.837  0.091
H  -11.586  -28.224  -1.137  0.075
C  -13.030  -25.035  -0.330  -0.026
C  -11.986  -23.955  -0.220  -0.234
O  -12.755  -22.754  -0.189  -0.174
P  -12.068  -21.341  0.153  0.454
O  -10.697  -21.179  -0.369  -0.320
O  -11.894  -21.295  1.683  -0.183
C  -13.102  -21.387  2.529  -0.186
C  -13.202  -22.816  3.130  -0.043
O  -13.169  -20.191  -0.173  -0.180
C  -12.856  -18.814  0.037  -0.207
C  -12.094  -18.288  -1.220  -0.055
H  -13.556  -25.081  0.624  0.082
H  -13.681  -24.931  -1.198  0.070
H  -12.694  -26.063  -0.470  0.067
H  -11.401  -23.983  0.699  0.114
H  -11.276  -23.803  -1.032  0.104
H  -12.974  -20.681  3.350  0.117
H  -14.017  -21.017  2.065  0.121
H  -13.773  -23.510  2.514  0.065
H  -12.213  -23.245  3.287  0.082
H  -13.730  -22.750  4.081  0.082
H  -13.738  -18.204  0.234  0.131
H  -12.213  -18.849  0.917  0.109
H  -11.917  -17.227  -1.042  0.076
H  -11.109  -18.650  -1.515  0.039
H  -12.689  -18.312  -2.132  0.079
C  -4.529  -16.568  -3.441  -0.057
C  -4.565  -17.437  -2.253  -0.318
O  -4.808  -18.771  -2.656  -0.182
P  -5.190  -19.952  -1.556  0.616
O  -6.650  -20.317  -1.520  -0.356
O  -4.182  -21.187  -2.010  -0.201
C  -2.732  -21.233  -1.915  -0.205
C  -2.169  -22.420  -2.747  -0.034
O  -4.616  -19.351  -0.170  -0.182
C  -4.860  -20.029  1.045  -0.259
C  -4.143  -19.276  2.146  -0.057
H  -5.553  -16.496  -3.807  0.064
H  -4.145  -15.608  -3.094  0.096
H  -3.787  -17.000  -4.112  0.096
H  -3.593  -17.422  -1.760  0.124
H  -5.318  -17.043  -1.571  0.119
H  -2.319  -20.280  -2.245  0.113
H  -2.458  -21.273  -0.861  0.109
H  -2.342  -23.444  -2.419  0.055
H  -2.689  -22.465  -3.704  0.078
H  -1.133  -22.264  -3.051  0.082
H  -5.931  -20.087  1.234  0.105
H  -4.402  -21.015  0.970  0.117
H  -4.570  -18.290  2.326  0.079
H  -4.342  -19.744  3.110  0.076
H  -3.074  -19.115  2.005  0.090
C  -12.111  -18.948  -6.507  -0.038
C  -11.395  -18.604  -5.183  -0.281
O  -10.027  -19.026  -5.267  -0.176
P  -9.078  -18.732  -3.910  0.636
O  -9.171  -19.783  -2.846  -0.354
O  -7.577  -18.436  -4.510  -0.158
C  -6.786  -19.503  -4.973  -0.304
C  -7.193  -19.989  -6.322  -0.064
O  -9.610  -17.331  -3.280  -0.196
C  -8.765  -16.641  -2.423  -0.290
C  -8.338  -15.372  -3.161  -0.048
H  -13.060  -18.412  -6.490  0.083
H  -11.504  -18.493  -7.290  0.083
H  -12.214  -20.033  -6.538  0.081
H  -11.487  -17.582  -4.816  0.113
H  -11.856  -19.230  -4.418  0.101
H  -5.719  -19.286  -5.016  0.121
H  -6.828  -20.320  -4.252  0.100
H  -6.462  -20.724  -6.658  0.095
H  -8.167  -20.475  -6.371  0.072
H  -7.186  -19.135  -7.000  0.091
H  -9.316  -16.312  -1.542  0.120
H  -8.019  -17.322  -2.012  0.108
H  -7.593  -15.442  -3.954  0.070
H  -9.167  -14.732  -3.465  0.089
H  -7.884  -14.806  -2.348  0.079